(1)
{"formula": "C25H34N4O5S", "method": "ωB97M-V/def2-TZVPD", "symbols": ["C", "H", "H", "H", "C", "N", "C", "C", "N", "C", "C", "C", "C", "C", "C", "N", "C", "O", "C", "H", "H", "C", "H", "O", "C", "C", "C", "C", "C", "C", "H", "H", "H", "H", "H", "H", "H", "H", "S", "O", "O", "N", "C", "H", "C", "H", "O", "C", "H", "C", "H", "H", "H", "H", "H", "H", "H", "C", "C", "H", "H", "H", "H", "H", "H", "H", "H", "H", "H"], "positions_angstrom": [[-5.0075, -1.7538, 1.5802], [-6.0254, -2.0343, 1.8372], [-5.0308, -0.7714, 1.1145], [-4.4263, -1.6980, 2.4976], [-4.4190, -2.7963, 0.6234], [-3.0544, -2.5797, 0.1896], [-2.0568, -2.6483, 1.2363], [-0.6758, -2.7354, 0.5876], [-0.4567, -1.5335, -0.1969], [0.8663, -1.2680, -0.5954], [1.8263, -2.2737, -0.7142], [3.1352, -1.9846, -1.0568], [3.4834, -0.6791, -1.3324], [2.5606, 0.3407, -1.2260], [1.2606, 0.0665, -0.8215], [0.3797, 1.1355, -0.5946], [0.7603, 2.3050, -0.0141], [1.8852, 2.5426, 0.3678], [-0.3491, 3.3434, 0.0963], [-0.4212, 3.8447, -0.8726], [-0.0280, 4.0795, 0.8338], [-1.7311, 2.8154, 0.4698], [-2.3643, 3.6594, 0.7713], [-2.2907, 2.1804, -0.6666], [-3.6323, 1.9130, -0.6852], [-4.4760, 2.0185, 0.4131], [-5.8185, 1.6995, 0.2784], [-6.3269, 1.2742, -0.9344], [-5.4828, 1.1690, -2.0292], [-4.1460, 1.4869, -1.9100], [-3.4757, 1.4137, -2.7520], [-5.8696, 0.8404, -2.9820], [-7.3726, 1.0254, -1.0273], [-6.4667, 1.7829, 1.1382], [-4.1032, 2.3350, 1.3749], [-1.6634, 2.1090, 1.3095], [-0.6100, 0.9775, -0.7246], [2.8648, 1.3484, -1.4507], [5.1822, -0.2559, -1.6966], [5.8964, -1.4566, -2.0209], [5.2180, 0.8403, -2.6174], [5.7952, 0.2942, -0.2487], [5.3272, 1.5817, 0.2173], [5.3521, 2.2652, -0.6304], [6.2697, 2.0516, 1.3277], [5.9004, 2.9735, 1.7785], [6.3406, 1.1046, 2.3712], [6.7918, -0.1421, 1.8982], [6.8098, -0.8091, 2.7618], [5.8632, -0.6855, 0.8090], [6.2576, -1.6059, 0.3789], [4.8659, -0.8729, 1.2388], [7.8063, -0.0425, 1.4855], [7.2728, 2.2166, 0.9081], [4.3026, 1.5212, 0.6110], [3.8822, -2.7570, -1.1431], [1.5473, -3.2991, -0.5321], [-1.4684, -1.4424, -1.2402], [-2.8488, -1.3790, -0.5908], [-3.6179, -1.3174, -1.3631], [-2.9064, -0.4713, 0.0325], [-1.2987, -0.5613, -1.8605], [-1.4266, -2.3308, -1.8909], [0.0937, -2.7979, 1.3590], [-0.6491, -3.6443, -0.0328], [-2.2340, -3.5422, 1.8377], [-2.0808, -1.7647, 1.8974], [-5.0364, -2.8408, -0.2786], [-4.4492, -3.7805, 1.1002]], "forces_ev_per_angstrom": [[0.200, -0.178, -0.233], [-0.135, 0.009, 0.067], [-0.019, 0.098, 0.026], [0.023, 0.059, 0.137], [-0.180, 0.066, 0.131], [0.152, 0.004, -0.033], [0.184, -0.175, -0.111], [-0.169, 0.023, 0.384], [0.012, 0.068, 0.102], [0.295, 0.178, -0.021], [-0.087, 0.088, -0.046], [0.084, -0.134, -0.024], [0.579, 0.125, -0.125], [-0.137, 0.075, -0.092], [0.369, -0.278, -0.008], [-0.314, -0.406, -0.217], [-0.368, 0.411, 0.176], [0.232, 0.117, 0.043], [-0.128, -0.170, 0.048], [-0.012, 0.061, 0.037], [0.022, -0.083, -0.044], [0.142, 0.327, 0.298], [0.054, -0.133, -0.032], [-0.109, -0.113, -0.221], [-0.209, -0.057, -0.129], [0.338, 0.112, 0.080], [-0.106, -0.002, -0.101], [-0.152, -0.023, 0.105], [0.062, 0.007, -0.012], [0.184, 0.102, 0.118], [0.092, -0.006, -0.118], [-0.025, -0.028, -0.093], [-0.099, -0.018, -0.010], [-0.048, 0.003, 0.070], [0.068, 0.023, 0.066], [-0.077, 0.062, -0.079], [0.106, 0.095, 0.000], [-0.061, 0.124, 0.017], [0.233, -0.042, 0.068], [-0.246, -0.132, 0.273], [-0.293, 0.186, 0.231], [-0.125, -0.283, -0.959], [-0.046, 0.558, 0.248], [-0.041, 0.145, 0.131], [-0.135, 0.065, -0.302], [0.034, -0.019, -0.118], [-0.095, 0.039, 0.191], [-0.074, -0.266, -0.213], [0.028, -0.019, -0.122], [0.210, -0.349, 0.499], [0.018, -0.057, 0.202], [0.077, -0.010, -0.008], [-0.047, -0.047, 0.044], [-0.069, 0.035, 0.021], [0.047, 0.032, -0.029], [0.039, -0.154, 0.005], [-0.055, -0.093, 0.021], [-0.353, 0.097, -0.032], [0.124, -0.086, -0.197], [-0.008, 0.036, 0.009], [-0.009, -0.015, -0.074], [0.018, 0.020, -0.025], [0.011, 0.097, -0.034], [-0.002, -0.028, -0.042], [0.055, 0.015, 0.039], [0.007, 0.002, 0.032], [0.023, -0.068, 0.015], [-0.020, -0.086, 0.047], [-0.068, -0.005, -0.078]], "lowdin_charge": [-0.072, 0.073, 0.042, 0.067, -0.241, -0.183, -0.177, -0.164, -0.099, -0.159, 0.003, -0.053, -0.262, 0.008, -0.132, 0.161, -0.458, 0.073, -0.052, 0.136, 0.128, -0.188, 0.131, -0.081, -0.287, -0.032, -0.095, -0.095, -0.080, -0.023, 0.121, 0.107, 0.101, 0.109, 0.109, 0.141, 0.107, 0.120, 0.668, -0.285, -0.275, -0.234, -0.169, 0.126, -0.179, 0.130, -0.127, -0.187, 0.128, -0.177, 0.122, 0.134, 0.131, 0.130, 0.118, 0.114, 0.109, -0.133, -0.174, 0.125, 0.113, 0.119, 0.135, 0.131, 0.126, 0.126, 0.124, 0.114, 0.113], "total_charge": 0, "homo_ev": -8.515, "e_above_lowest_ev": 0.000, "orbital_gap_ev": 9.05, "e_lumo_ev": 0.5376, "total_energy_ha": -1966.44620}

(2)
{"formula": "C25H35AsClN5Ni", "method": "ωB97M-V/def2-TZVPD", "symbols": ["Ni", "C", "As", "C", "C", "C", "C", "C", "C", "C", "C", "H", "H", "H", "H", "H", "H", "H", "H", "H", "H", "H", "H", "H", "N", "C", "C", "N", "C", "C", "H", "H", "H", "H", "H", "H", "H", "H", "H", "H", "H", "Cl", "C", "H", "H", "C", "C", "N", "C", "C", "C", "C", "C", "C", "C", "C", "N", "C", "N", "H", "H", "H", "H", "H", "H", "H", "H", "H"], "positions_angstrom": [[0.2088, 0.4749, 1.0377], [-0.7861, -2.9762, 0.1328], [-0.5113, -1.6969, 1.5546], [0.5541, -2.6956, 2.8101], [-2.3064, -1.6018, 2.3328], [-2.6863, -2.8169, 3.1284], [-3.3350, -3.8840, 2.5132], [-3.6421, -5.0326, 3.2307], [-3.3057, -5.1210, 4.5729], [-2.6731, -4.0551, 5.1987], [-2.3637, -2.9110, 4.4792], [-1.3035, -3.8386, 0.5506], [0.1706, -3.2926, -0.2792], [-1.3961, -2.5370, -0.6548], [0.0089, -3.5816, 3.1303], [0.7921, -2.0844, 3.6777], [1.4805, -2.9821, 2.3154], [-2.9751, -1.4834, 1.4764], [-2.3681, -0.6885, 2.9250], [-3.6278, -3.8100, 1.4714], [-4.1546, -5.8504, 2.7416], [-3.5460, -6.0138, 5.1344], [-2.4263, -4.1111, 6.2508], [-1.8785, -2.0809, 4.9824], [2.3180, 4.7075, -0.7331], [2.4352, 4.4227, 0.7431], [2.0630, 2.9774, 1.0024], [0.7188, 2.6007, 0.5294], [0.5571, 2.9710, -0.8932], [0.9194, 4.4094, -1.2108], [2.9853, 4.1331, -1.2524], [2.5654, 5.6771, -0.9297], [1.7592, 5.1257, 1.2297], [3.4587, 4.6440, 1.0390], [2.1430, 2.7895, 2.0698], [2.7836, 2.3051, 0.5306], [0.0199, 3.0760, 1.0936], [-0.4759, 2.8349, -1.1915], [1.1386, 2.2766, -1.5058], [0.2792, 5.1283, -0.6989], [0.8894, 4.6076, -2.2806], [2.2652, 0.2544, 2.4098], [0.5353, 0.7369, 2.8894], [0.6092, 1.7381, 3.3075], [0.2066, 0.0174, 3.6297], [-2.9408, 1.0803, -1.8395], [-2.1996, 0.9791, -0.6813], [-0.9817, 0.4181, -0.6618], [-0.4762, -0.0684, -1.7973], [-1.1121, 0.0563, -3.0291], [-2.3839, 0.6200, -3.0263], [-0.5382, -0.4319, -4.2988], [0.7071, -0.4358, -4.7885], [2.0105, 0.0660, -4.2973], [3.1493, -0.3260, -4.9925], [4.3759, 0.1404, -4.5488], [4.4839, 0.9399, -3.4896], [3.3426, 1.2577, -2.9032], [2.1121, 0.8888, -3.2397], [-3.9317, 1.5117, -1.8169], [-2.5789, 1.3365, 0.2699], [0.4823, -0.5540, -1.7206], [-2.9402, 0.6999, -3.9527], [-1.2872, -0.8366, -4.9722], [0.7988, -0.8935, -5.7672], [3.0825, -0.9737, -5.8553], [5.2923, -0.1376, -5.0562], [3.4296, 1.8996, -2.0261]], "forces_ev_per_angstrom": [[-1.832, 0.576, -0.437], [0.070, 0.041, -0.090], [-0.163, 0.173, 0.228], [0.079, -0.017, 0.023], [-0.210, 0.003, 0.004], [0.058, -0.003, -0.089], [-0.019, -0.047, 0.021], [0.007, 0.051, -0.029], [0.001, -0.031, 0.032], [-0.003, 0.012, -0.011], [-0.005, -0.010, 0.055], [0.027, -0.025, 0.013], [-0.001, -0.006, -0.009], [-0.011, -0.009, -0.003], [-0.023, 0.005, -0.040], [0.019, -0.049, 0.013], [0.014, -0.002, 0.030], [0.007, 0.058, 0.008], [0.068, -0.021, 0.045], [0.016, 0.000, 0.001], [0.007, 0.000, 0.016], [-0.005, 0.010, -0.001], [-0.002, -0.012, -0.012], [0.004, 0.008, -0.032], [-0.080, -0.106, 0.026], [-0.036, 0.174, -0.277], [0.021, -0.074, 0.085], [0.100, -0.106, -0.024], [-0.014, -0.136, 0.088], [0.234, 0.212, 0.072], [0.045, -0.066, -0.008], [-0.026, 0.090, -0.002], [0.022, -0.020, 0.088], [-0.009, -0.067, 0.091], [-0.003, 0.052, -0.022], [0.011, 0.051, -0.030], [-0.045, 0.086, 0.014], [-0.157, -0.044, -0.008], [0.062, 0.019, -0.012], [-0.066, -0.040, -0.017], [-0.071, -0.071, -0.016], [0.354, -0.194, 0.705], [1.067, -0.416, -0.487], [-0.151, 0.034, 0.013], [0.020, 0.115, 0.146], [0.045, -0.029, -0.134], [0.065, -0.048, 0.236], [0.551, -0.289, -0.236], [-0.028, 0.243, -0.172], [0.186, -0.042, -0.023], [-0.124, 0.069, 0.038], [0.063, 0.059, -0.005], [-0.014, 0.024, 0.066], [-0.169, -0.042, 0.012], [0.071, 0.040, 0.028], [-0.045, -0.052, -0.055], [-0.020, 0.012, 0.026], [-0.110, -0.021, -0.091], [-0.043, -0.081, 0.117], [0.014, -0.001, 0.008], [0.005, 0.003, -0.017], [0.163, -0.055, -0.052], [0.009, -0.003, 0.008], [-0.014, -0.023, 0.026], [0.007, 0.006, -0.001], [-0.003, -0.002, 0.011], [0.013, 0.038, 0.042], [-0.008, -0.009, 0.009]], "lowdin_charge": [0.110, -0.244, 1.169, -0.253, -0.290, -0.326, -0.061, -0.063, -0.067, -0.063, -0.066, 0.036, 0.042, 0.025, 0.045, 0.025, 0.042, 0.076, 0.076, 0.111, 0.112, 0.112, 0.112, 0.115, 0.069, -0.073, -0.222, -0.059, -0.168, -0.072, 0.170, 0.190, 0.145, 0.148, 0.087, 0.110, 0.135, 0.116, 0.092, 0.144, 0.147, 0.537, -0.542, 0.013, -0.015, -0.018, -0.129, -0.050, -0.098, -0.171, 0.019, -0.019, -0.007, -0.249, 0.017, -0.083, 0.098, -0.223, 0.118, 0.123, 0.123, 0.120, 0.134, 0.123, 0.116, 0.124, 0.125, 0.084], "total_charge": 2, "homo_ev": [-12.983, -13.051], "e_above_lowest_ev": 0.281, "orbital_gap_ev": [7.46, 7.56], "e_lumo_ev": [-5.5190, -5.4928], "total_energy_ha": -5451.12925}

(3)
{"formula": "C25H35BrN2OSn", "method": "ωB97M-V/def2-TZVPD", "symbols": ["Sn", "C", "C", "C", "C", "C", "C", "C", "Br", "C", "O", "C", "C", "C", "C", "C", "C", "H", "H", "H", "H", "H", "H", "H", "H", "H", "H", "H", "H", "H", "H", "H", "H", "H", "H", "H", "H", "N", "C", "C", "C", "C", "C", "N", "H", "H", "H", "H", "H", "H", "C", "C", "C", "C", "C", "C", "H", "H", "H", "H", "H", "H", "H", "H", "H"], "positions_angstrom": [[-0.8729, -1.0987, -2.9057], [4.4790, -2.4116, 3.3247], [4.4959, -1.1576, 2.4151], [4.4706, 0.0901, 3.3297], [5.7893, -1.1519, 1.6039], [3.2592, -1.1698, 1.5769], [3.3104, -1.1698, 0.1649], [2.1593, -1.1411, -0.5626], [2.2341, -1.0932, -2.4607], [0.8403, -1.1392, 0.0413], [-0.1904, -1.1444, -0.6672], [0.7989, -1.1492, 1.5016], [1.9877, -1.1653, 2.1863], [-0.5398, -1.1423, 2.1986], [-0.4183, -1.1397, 3.7223], [-1.3267, 0.1146, 1.7790], [-1.3297, -2.4018, 1.7903], [5.4038, -2.4350, 3.8934], [4.4206, -3.3136, 2.7218], [3.6508, -2.4028, 4.0267], [5.3914, 0.1167, 3.9045], [3.6386, 0.0783, 4.0269], [4.4125, 0.9938, 2.7289], [6.6361, -1.1413, 2.2816], [5.8625, -0.2652, 0.9781], [5.8774, -2.0427, 0.9866], [4.2564, -1.1763, -0.3527], [1.9556, -1.1731, 3.2628], [0.0990, -0.2541, 4.0848], [0.0841, -2.0314, 4.0891], [-1.4143, -1.1323, 4.1555], [-0.7736, 1.0089, 2.0561], [-2.2781, 0.1280, 2.3027], [-1.5172, 0.1294, 0.7095], [-0.7722, -3.2972, 2.0536], [-1.5436, -2.4118, 0.7255], [-2.2710, -2.4196, 2.3313], [-3.9598, 0.8697, -2.2616], [-4.3230, -0.4118, -2.3928], [-5.6868, -0.7884, -2.4116], [-6.0199, -2.1173, -2.4960], [-4.9975, -3.0669, -2.5749], [-3.6937, -2.6228, -2.5848], [-3.3468, -1.3341, -2.4987], [-4.6600, 1.5868, -2.1900], [-2.9783, 1.1101, -2.2144], [-6.4456, -0.0243, -2.3538], [-7.0543, -2.4258, -2.5052], [-5.2177, -4.1187, -2.6373], [-2.8687, -3.3312, -2.6641], [-0.7117, 4.2605, -3.9955], [-0.5916, 3.7652, -2.5548], [-1.8009, 4.1930, -1.7167], [0.7200, 4.2661, -1.9282], [-0.5516, 2.3042, -2.5382], [-0.6677, 1.0939, -2.5569], [-0.7622, 5.3472, -4.0062], [-1.6127, 3.8750, -4.4693], [0.1504, 3.9545, -4.5833], [-1.8143, 5.2757, -1.6158], [-1.7552, 3.7535, -0.7220], [-2.7282, 3.8843, -2.1958], [0.7067, 5.3547, -1.9270], [1.5814, 3.9393, -2.5057], [0.8260, 3.9186, -0.9030]], "forces_ev_per_angstrom": [[-1.108, 1.167, -0.267], [-0.282, -0.153, -0.187], [0.197, -0.031, 0.086], [-0.290, 0.166, -0.200], [-0.227, 0.013, -0.107], [0.417, 0.056, 0.365], [-0.518, -0.031, -1.427], [2.069, 0.112, -1.524], [0.388, 0.021, 1.090], [-2.317, -0.075, -1.551], [1.990, 0.076, 1.599], [0.065, -0.034, 1.891], [-1.310, -0.005, 0.184], [-0.333, -0.006, 0.126], [0.164, 0.012, -0.170], [0.187, 0.052, -0.158], [0.173, -0.058, -0.167], [0.105, 0.068, 0.020], [0.043, -0.184, 0.014], [-0.083, -0.009, 0.081], [0.106, -0.075, 0.019], [-0.091, 0.002, 0.084], [0.041, 0.180, 0.015], [0.070, -0.002, 0.092], [0.066, 0.081, -0.100], [0.064, -0.091, -0.106], [0.072, 0.009, 0.017], [-0.058, 0.009, 0.070], [0.083, 0.093, 0.083], [0.096, -0.107, 0.088], [-0.087, 0.009, -0.010], [-0.011, 0.183, 0.012], [-0.076, -0.033, 0.067], [-0.097, 0.106, 0.017], [0.001, -0.179, 0.019], [-0.096, -0.080, 0.010], [-0.084, 0.035, 0.067], [0.252, 0.414, 0.066], [-0.382, -0.325, -0.003], [0.219, -0.164, -0.001], [0.317, 0.315, -0.008], [0.493, -0.011, -0.008], [-0.453, -0.956, -0.025], [0.832, 0.688, 0.051], [0.117, 0.015, 0.001], [-0.174, 0.213, -0.050], [-0.048, 0.100, 0.023], [-0.076, 0.015, 0.002], [0.044, -0.117, -0.027], [-0.177, 0.062, -0.025], [-0.058, 0.006, -0.060], [0.437, -0.124, 0.285], [0.071, 0.097, -0.004], [-0.209, 0.300, -0.065], [-0.482, -0.471, -0.320], [-0.086, -1.485, -0.070], [0.006, 0.090, 0.033], [-0.035, -0.031, -0.030], [0.046, -0.027, -0.063], [-0.022, 0.102, -0.003], [-0.012, 0.009, 0.088], [-0.076, -0.015, -0.037], [0.078, 0.079, 0.065], [0.048, -0.054, -0.053], [0.000, -0.022, 0.098]], "lowdin_charge": [1.226, 0.005, -0.530, 0.004, -0.037, -0.033, 0.001, -0.450, 0.916, -0.271, -0.135, -0.008, 0.084, -0.525, -0.038, -0.005, -0.005, 0.110, 0.103, 0.090, 0.109, 0.090, 0.102, 0.104, 0.100, 0.100, 0.121, 0.114, 0.099, 0.099, 0.103, 0.101, 0.104, 0.072, 0.102, 0.074, 0.105, 0.167, -0.370, 0.006, -0.032, -0.053, -0.187, -0.047, 0.119, 0.042, 0.121, 0.124, 0.112, 0.087, -0.033, -0.629, -0.038, -0.041, -0.139, -0.219, 0.097, 0.091, 0.092, 0.096, 0.086, 0.080, 0.094, 0.088, 0.083], "total_charge": 2, "homo_ev": -13.439, "orbital_gap_ev": 3.24, "e_lumo_ev": -10.1967, "total_energy_ha": -3946.04246}